This record from the OMol25 dataset describes a structure of composition C20H25BN8O6P2Pm in a non-equilibrium geometry. The level of theory is ωB97M-V/def2-TZVPD.

```
63
Properties=species:S:1:pos:R:3:lowdin_charge:R:1
Pm -0.55 -1.31 1.80 1.80
B -0.50 -3.73 0.21 -0.44
N -1.34 -4.24 1.40 -0.09
C -1.98 -5.41 1.57 -0.05
C -2.76 -5.30 2.71 -0.04
C -2.55 -4.01 3.17 -0.11
N -1.69 -3.37 2.37 -0.11
N -1.49 -2.85 -0.62 -0.09
C -2.07 -3.10 -1.79 -0.06
C -3.06 -2.15 -2.01 -0.04
C -3.02 -1.35 -0.87 -0.12
N -2.07 -1.77 -0.04 -0.11
H -0.09 -4.63 -0.45 0.09
H 0.41 -2.99 0.67 0.04
H -1.84 -6.23 0.89 0.13
H -3.40 -6.06 3.14 0.10
H -2.96 -3.51 4.03 0.12
H -1.76 -3.93 -2.40 0.13
H -3.71 -2.07 -2.85 0.10
H -3.62 -0.49 -0.63 0.12
N 0.05 1.04 5.42 0.19
C 0.98 0.09 4.69 -0.51
C 2.32 0.03 5.38 -0.06
P 0.01 -1.50 4.72 0.30
O 0.83 -2.43 3.63 -0.22
O 0.04 -2.08 6.07 -0.24
O -1.28 -1.10 4.03 -0.41
P 1.07 0.85 2.98 0.30
O 1.82 -0.35 2.12 -0.22
O 1.88 2.07 3.03 -0.24
O -0.35 0.84 2.47 -0.42
H -0.02 0.79 6.41 0.17
H -0.89 0.93 5.00 0.15
H 0.35 2.02 5.32 0.17
H 2.22 -0.37 6.39 0.09
H 2.80 1.01 5.40 0.09
H 2.98 -0.65 4.82 0.10
H 1.12 -3.23 4.11 0.12
H 2.72 -0.06 1.92 0.11
N 0.42 3.93 -3.73 0.17
C 0.85 4.43 -4.92 -0.19
C 0.70 5.67 -5.54 -0.02
C 1.28 5.83 -6.78 -0.08
C 2.00 4.78 -7.39 -0.08
C 2.16 3.56 -6.78 -0.01
C 1.58 3.38 -5.52 -0.22
N 1.57 2.29 -4.69 0.19
C 0.88 2.64 -3.64 -0.28
C 0.61 1.76 -2.51 -0.11
C 1.26 0.53 -2.41 0.02
C 1.00 -0.29 -1.34 -0.10
N 0.13 0.01 -0.37 -0.05
C -0.51 1.18 -0.47 -0.14
C -0.30 2.07 -1.50 0.02
H -0.09 4.44 -3.03 0.15
H 0.14 6.47 -5.06 0.11
H 1.19 6.77 -7.29 0.11
H 2.44 4.95 -8.36 0.10
H 2.71 2.76 -7.25 0.11
H 1.97 0.24 -3.18 0.12
H 1.49 -1.25 -1.26 0.12
H -1.22 1.42 0.31 0.10
H -0.86 3.00 -1.51 0.11
```

Computed properties:
Frontier orbital gap (alpha / beta), eV: 7.8 / 7.8
Spin multiplicity: 5
LUMO energy (alpha / beta), hartree: -0.09867 / -0.09845
Net charge: +1